# 1
The following is a quantum chemistry calculation of a cluster of 2 separate species, C4H10N in total at a distorted geometry, from the Open Molecules 2025 dataset.

Output
Net charge = +1
F_max = 4.8 eV/A
E_HOMO (spin up / spin down) = -11.84 / -14.70 eV
Energy relative to the best compared isomer or geometry (same formula, charge and spin) = 153.9 kcal/mol
LUMO level (spin up / spin down) = -6.05 / -3.99 eV

Last column: Löwdin charge in e.
Atoms and positions in Å:
C -0.3128 -1.2190 0.3983  -0.08
C -1.1066 0.0440 0.6282  -0.05
C -0.3627 -0.1955 -0.6354  -0.10
C 2.5682 1.4462 1.2790  0.10
N -1.2032 -0.5017 -1.8569  0.16
H 0.6226 -1.3464 0.7898  0.09
H -0.8542 -2.1331 0.3726  0.11
H -2.1655 0.0828 0.6388  0.11
H -0.5889 0.7079 1.3152  0.11
H 3.3171 0.9139 1.7263  -0.04
H 2.4207 1.6813 0.2571  -0.03
H 1.8101 1.8956 1.9606  0.01
H -1.9022 0.3429 -2.1185  0.23
H -1.6688 -1.4309 -2.0599  0.19
H -0.5739 -0.2880 -2.6952  0.19

---

# 2
The following is a quantum chemistry calculation of an isolated molecule of C20H26N2O4 at a distorted geometry, from the Open Molecules 2025 dataset.

Output
Net charge = 0
F_max = 1.3 eV/A
E_HOMO = -7.14 eV
Energy relative to the best compared isomer or geometry (same formula, charge and spin) = 66.3 kcal/mol
LUMO level = 0.61 eV

Last column: Löwdin charge in e.
Atoms and positions in Å:
C -7.8406 -0.3761 -0.3357  -0.10
O -6.7221 0.4532 -0.5046  -0.08
C -5.4803 -0.1078 -0.3586  -0.21
C -5.2295 -1.4306 -0.0445  -0.02
C -3.9310 -1.8960 0.0899  -0.04
C -2.8457 -1.0483 -0.0934  -0.27
N -1.5612 -1.5634 -0.0192  0.04
C -0.4049 -0.7564 0.2898  -0.31
C -0.4697 -0.1090 1.6937  -0.13
C 0.9135 -0.0700 2.3450  -0.17
C 1.9938 0.2265 1.3103  -0.15
N 2.0385 -0.8304 0.3204  -0.03
C 3.0945 -1.1295 -0.4801  -0.37
O 3.0647 -2.1117 -1.2126  0.05
C 4.2760 -0.2583 -0.4568  -0.12
O 4.2322 1.0219 0.0146  0.06
C 5.4537 1.5623 -0.1537  -0.31
C 5.6685 2.9677 0.2804  0.00
C 6.2940 0.6519 -0.7227  0.03
C 5.5404 -0.5302 -0.9340  -0.19
C 6.0486 -1.7910 -1.5322  -0.03
C 0.8415 -1.6347 0.1815  -0.10
C -3.0949 0.2894 -0.4147  0.04
C -4.3872 0.7623 -0.5496  -0.19
O -4.7123 2.0511 -0.8593  -0.06
C -3.6753 2.9664 -1.0942  -0.09
H -7.8522 -1.1955 -1.0633  0.10
H -7.8880 -0.7930 0.6769  0.09
H -8.7078 0.2618 -0.5008  0.09
H -6.0431 -2.1220 0.1057  0.10
H -3.7631 -2.9347 0.3344  0.11
H -1.5304 -2.4823 0.4010  0.13
H -0.3246 0.0246 -0.4742  0.15
H -1.1565 -0.6816 2.3205  0.12
H -0.8721 0.9014 1.6126  0.11
H 0.9411 0.6987 3.1183  0.11
H 1.1354 -1.0252 2.8232  0.12
H 2.9640 0.2978 1.8078  0.13
H 1.7879 1.1917 0.8295  0.13
H 4.9914 3.6360 -0.2501  0.09
H 5.4732 3.0709 1.3474  0.09
H 6.6930 3.2618 0.0755  0.08
H 7.3253 0.7998 -0.9709  0.12
H 5.2389 -2.5069 -1.6278  0.07
H 6.4684 -1.5918 -2.5169  0.09
H 6.8376 -2.2108 -0.9088  0.09
H 0.8144 -2.4218 0.9461  0.14
H 0.8856 -2.1195 -0.7968  0.13
H -2.2648 0.9569 -0.5686  0.09
H -3.0440 2.6578 -1.9348  0.10
H -3.0503 3.1088 -0.2051  0.09
H -4.1647 3.9076 -1.3405  0.09

---

# 3
The following is a quantum chemistry calculation of the ion C3H6N3O2 with charge +1 at a distorted geometry, from the Open Molecules 2025 dataset.

Output
Net charge = +1
F_max = 6.0 eV/A
E_HOMO = -15.43 eV
Energy relative to the best compared isomer or geometry (same formula, charge and spin) = 93.4 kcal/mol
LUMO level = -4.87 eV

Last column: Löwdin charge in e.
Atoms and positions in Å:
C -0.8665 0.8573 -1.5086  0.14
C -0.6202 0.0667 -0.4769  -0.04
C 0.7312 0.0765 0.5676  -0.18
N 1.8732 0.4214 0.0175  0.19
N 0.5788 -0.2959 1.8576  0.25
N -1.6070 -1.0748 -0.2291  -0.43
O -2.0082 -1.5647 -1.1885  0.19
O -1.7354 -1.3837 0.8749  0.13
H -1.7984 0.8492 -2.0843  0.11
H -0.1421 1.6655 -1.7645  0.10
H 1.9769 0.8977 -0.9224  0.17
H 2.8178 0.1126 0.3858  0.18
H -0.3235 -0.6953 1.9102  0.08
H 1.1234 0.0675 2.5607  0.12

---

# 4
The following is a quantum chemistry calculation of a cluster of 2 separate species, C5H10O2 in total, from the Open Molecules 2025 dataset.

Output
Net charge = 0
F_max = 0.5 eV/A
E_HOMO = -9.46 eV
Energy relative to the best compared isomer or geometry (same formula, charge and spin) = 69.4 kcal/mol
LUMO level = 0.79 eV

Last column: Löwdin charge in e.
Atoms and positions in Å:
C -0.5928 -1.8217 -0.6809  0.03
C -0.1976 -0.6613 -1.1912  -0.27
O -1.0730 0.3562 -1.4034  -0.12
C -0.7855 1.5513 -0.6829  -0.25
C -0.9589 1.3370 0.8098  -0.07
H 0.0853 -2.6644 -0.6143  0.06
H -1.6309 -1.9550 -0.3878  0.07
H 0.8335 -0.4700 -1.5137  0.12
H 0.2298 1.9035 -0.9202  0.12
H -1.5055 2.2776 -1.0652  0.12
H -0.1294 0.7568 1.2208  0.05
H -1.0014 2.2933 1.3383  0.08
H -1.8934 0.7922 0.9839  0.09
C 2.1562 -0.9323 1.0292  -0.17
O 2.2854 0.1500 1.5416  -0.01
H 1.4800 -1.7061 1.4357  0.08
H 2.6983 -1.2070 0.1004  0.08

---

# 5
The following is a quantum chemistry calculation of a structure of composition C21H21ClHfN3Si at a distorted geometry, from the Open Molecules 2025 dataset.

Output
Net charge = +1
F_max = 1.9 eV/A
E_HOMO = -10.90 eV
Energy relative to the best compared isomer or geometry (same formula, charge and spin) = 0.0 kcal/mol
LUMO level = -3.89 eV

Last column: Löwdin charge in e.
Atoms and positions in Å:
Hf -0.9004 -0.6135 -0.4560  1.29
C -0.4130 -5.0693 -0.7641  -0.02
C -1.0168 -3.8493 -0.4008  -0.09
N -0.2697 -2.7648 -0.1870  -0.06
C 1.1060 -2.8403 -0.2845  -0.17
C 1.7420 -4.0107 -0.6557  -0.14
C 0.9266 -5.1251 -0.9472  0.03
C 3.1571 -4.0206 -0.8247  -0.02
C 3.8503 -2.8797 -0.5955  -0.05
C 3.1898 -1.6851 -0.2279  0.00
C 1.8351 -1.6434 -0.0259  -0.24
N 1.0722 -0.5351 0.3149  -0.10
C 1.6420 0.7393 0.5366  -0.23
C 2.6651 1.0452 1.3839  0.00
C 3.1349 2.3889 1.4386  -0.05
C 2.5811 3.3867 0.7297  -0.02
C 1.4637 3.1012 -0.1147  -0.15
C 0.8143 4.0693 -0.8991  0.04
C -0.2862 3.7136 -1.6413  -0.01
C -0.6994 2.3745 -1.6458  -0.13
N -0.0842 1.4502 -0.9447  -0.04
C 0.9984 1.7986 -0.1758  -0.17
H -1.0188 -5.9392 -0.9704  0.12
H -2.0873 -3.7211 -0.3703  0.12
H 1.3908 -6.0501 -1.3243  0.14
H 3.6705 -4.9212 -1.1444  0.12
H 4.9338 -2.8823 -0.7287  0.12
H 3.7711 -0.7811 -0.1040  0.11
H 3.0934 0.2756 2.0401  0.14
H 3.9422 2.6051 2.1627  0.13
H 2.8945 4.4196 0.8297  0.12
H 1.1270 5.1024 -0.8194  0.13
H -0.8477 4.4351 -2.2179  0.12
H -1.5801 2.0649 -2.2278  0.11
C -4.0530 0.0172 2.0142  -0.26
Si -2.8792 0.8534 0.8328  0.37
C -3.8985 1.5931 -0.5628  -0.25
C -2.0628 2.3034 1.6950  -0.24
H -4.8063 0.7195 2.3648  0.03
H -3.5426 -0.3824 2.9000  0.03
H -4.6145 -0.7853 1.5244  0.02
H -3.8973 2.6915 -0.4950  0.04
H -4.9252 1.2451 -0.5139  0.03
H -3.5199 1.3016 -1.5568  -0.02
H -2.8374 2.9233 2.1421  0.04
H -1.4762 2.9254 1.0008  0.01
H -1.3842 1.9873 2.5003  0.03
Cl -1.9013 -1.0318 -2.5843  0.00

---

# 6
The following is a quantum chemistry calculation of an isolated molecule of C7H9N at a distorted geometry, from the Open Molecules 2025 dataset.

Output
Net charge = 0
F_max = 3.4 eV/A
E_HOMO = -8.26 eV
Energy relative to the best compared isomer or geometry (same formula, charge and spin) = 131.4 kcal/mol
LUMO level = 1.08 eV

Last column: Löwdin charge in e.
Atoms and positions in Å:
C -2.3758 -1.1624 -0.5161  -0.03
C -1.0938 -1.1212 -0.7406  -0.23
N 0.0273 -1.5184 -1.1124  0.08
C 1.2716 -0.8560 -1.0797  -0.20
C 1.1584 0.6342 -0.4726  -0.16
C 0.0345 0.9917 0.4340  -0.31
C 0.3146 1.7347 1.7818  -0.03
C 0.0021 0.4809 1.9149  -0.03
H -3.0548 -0.9333 -1.3572  0.06
H -3.0775 -1.4063 0.3792  0.09
H 1.7176 -0.7532 -2.0271  0.09
H 1.9896 -1.4513 -0.5476  0.10
H 2.0624 0.8380 0.0778  0.09
H 1.2280 1.3306 -1.3743  0.12
H -1.0415 1.0529 0.0280  0.11
H 0.7883 2.6746 2.1770  0.11
H 0.0490 -0.5354 2.4349  0.12